10 unconnected molecules or ions with the total composition C38H51ClF9IN2O30P in a non-equilibrium geometry, computed with ωB97M-V with the def2-TZVPD basis set.

Structure (XYZ):
```
133
Properties=species:S:1:pos:R:3:lowdin_charge:R:1
C -0.76 -1.22 2.37 -0.06
C 0.55 -1.52 1.50 -0.37
O 1.68 -1.29 2.38 -0.11
C 0.54 -0.56 0.22 -0.18
N -0.10 0.73 0.63 -0.10
C -0.13 1.66 -0.54 -0.18
C 0.00 3.14 0.05 -0.23
O 1.28 3.78 -0.23 -0.30
P 2.25 3.94 1.12 0.64
I 3.34 1.86 1.83 0.92
C 3.59 5.20 0.64 -0.26
C 4.97 4.97 1.38 -0.17
C 4.92 5.33 2.94 -0.47
N 5.19 4.37 3.98 0.14
O 4.66 6.50 3.24 0.02
C 1.41 4.64 2.64 -0.33
C 0.49 5.92 2.37 -0.67
C 0.55 6.79 3.72 -0.13
Cl -1.29 5.48 2.16 0.61
H -1.68 -1.14 1.71 0.10
H -0.86 -2.09 3.09 0.08
H -0.66 -0.28 2.98 0.07
H 0.55 -2.60 1.16 0.14
H 2.52 -1.41 1.89 0.07
H -0.09 -1.02 -0.62 0.13
H 1.61 -0.41 -0.17 0.11
H 0.49 1.11 1.37 0.03
H 0.62 1.42 -1.35 0.13
H -1.18 1.58 -0.97 0.13
H -0.28 3.09 1.15 0.08
H -0.79 3.77 -0.46 0.13
H 3.23 6.26 0.75 0.11
H 3.79 4.99 -0.47 0.11
H 5.70 5.73 0.94 0.14
H 5.44 3.96 1.20 0.06
H 5.23 3.41 3.61 0.02
H 4.48 4.46 4.70 0.10
H 2.19 4.86 3.43 0.09
H 0.74 3.82 3.07 0.10
H 0.86 6.50 1.47 0.10
H -0.12 7.67 3.54 0.06
H 1.61 7.06 3.99 0.09
H 0.07 6.19 4.57 0.10
C -3.43 -1.42 6.79 -0.06
C -2.68 -2.26 5.80 -0.32
O -2.39 -1.35 4.76 0.10
C -2.31 -0.13 5.35 -0.53
O -1.82 0.83 4.84 0.16
O -2.84 -0.14 6.60 0.08
F -3.46 -3.25 5.31 0.08
H -4.50 -1.36 6.56 0.15
H -3.31 -1.76 7.81 0.15
H -1.75 -2.68 6.19 0.18
C 2.26 10.06 2.30 -0.06
C 1.90 11.51 2.39 -0.32
O 0.51 11.48 2.66 0.15
C 0.29 10.32 3.33 -0.54
O -0.69 10.07 3.95 0.18
O 1.35 9.47 3.22 0.02
F 2.09 12.14 1.20 0.08
H 2.09 9.65 1.30 0.14
H 3.29 9.87 2.59 0.14
H 2.41 12.06 3.18 0.18
C 9.11 1.08 1.31 -0.05
C 8.76 2.53 1.40 -0.31
O 7.37 2.50 1.66 0.10
C 7.15 1.34 2.34 -0.55
O 6.15 1.11 2.95 0.04
O 8.19 0.49 2.23 0.10
F 8.97 3.16 0.22 0.09
H 8.95 0.67 0.31 0.15
H 10.14 0.88 1.61 0.15
H 9.28 3.07 2.20 0.18
C -3.12 -2.89 -2.29 -0.05
C -3.48 -4.18 -1.63 -0.33
O -2.30 -4.94 -1.76 0.14
C -1.28 -4.04 -1.77 -0.54
O -0.13 -4.32 -1.60 0.16
O -1.73 -2.78 -2.01 0.06
F -4.47 -4.81 -2.31 0.07
H -3.27 -2.91 -3.38 0.15
H -3.68 -2.04 -1.88 0.14
H -3.75 -4.09 -0.58 0.16
C -5.70 -8.19 0.17 -0.05
C -7.15 -7.90 -0.06 -0.31
O -7.25 -6.51 0.21 0.15
C -6.03 -5.99 -0.09 -0.51
O -5.81 -4.83 -0.25 0.14
O -5.08 -6.97 -0.22 0.08
F -7.93 -8.57 0.82 0.09
H -5.48 -8.40 1.22 0.15
H -5.34 -9.02 -0.44 0.14
H -7.49 -8.09 -1.08 0.16
C -4.40 -9.92 -4.14 -0.05
C -4.79 -8.48 -4.02 -0.31
O -6.18 -8.55 -3.76 0.14
C -6.38 -9.73 -3.11 -0.55
O -7.37 -10.00 -2.50 0.17
O -5.30 -10.55 -3.23 0.08
F -4.60 -7.82 -5.19 0.08
H -4.55 -10.32 -5.14 0.15
H -3.36 -10.09 -3.84 0.15
H -4.29 -7.94 -3.21 0.18
C -7.94 -2.63 -1.19 -0.07
C -9.39 -2.32 -1.42 -0.32
O -9.46 -0.94 -1.15 0.14
C -8.24 -0.43 -1.46 -0.54
O -8.01 0.73 -1.61 0.17
O -7.30 -1.42 -1.58 0.07
F -10.17 -2.98 -0.54 0.08
H -7.72 -2.84 -0.14 0.14
H -7.59 -3.47 -1.79 0.14
H -9.73 -2.52 -2.44 0.18
C -2.94 -4.78 -8.34 -0.06
C -3.09 -6.25 -8.58 -0.32
O -2.50 -6.83 -7.43 0.14
C -2.67 -5.92 -6.43 -0.54
O -2.54 -6.17 -5.28 0.16
O -3.02 -4.70 -6.92 0.07
F -2.40 -6.64 -9.67 0.08
H -1.97 -4.40 -8.67 0.15
H -3.72 -4.19 -8.81 0.14
H -4.13 -6.58 -8.66 0.18
C 12.47 4.45 -3.37 -0.06
C 11.55 5.25 -2.50 -0.32
O 10.76 4.25 -1.87 0.13
C 11.56 3.15 -1.80 -0.54
O 11.34 2.21 -1.09 0.16
O 12.64 3.26 -2.61 0.08
F 10.73 6.03 -3.25 0.08
H 12.02 4.20 -4.34 0.15
H 13.42 4.95 -3.54 0.15
H 12.05 5.85 -1.75 0.18
```

Results
LUMO energy   -3.658 eV
Net charge   +1
Kohn-Sham gap   7.612 eV

A molecular structure, C56H62Cl3GeN6O2PS3SeTl, computed with ωB97M-V with the def2-TZVPD basis set.

Structure (XYZ):
```
136
Properties=species:S:1:pos:R:3:lowdin_charge:R:1
Tl 0.68 -0.22 -0.10 0.63
C 6.40 0.63 -2.63 -0.07
C 5.45 1.58 -2.29 -0.07
C 4.63 1.38 -1.19 -0.11
C 4.77 0.23 -0.41 -0.40
C 5.73 -0.72 -0.76 -0.10
C 6.54 -0.53 -1.87 -0.08
P 3.64 0.08 1.01 1.06
C 1.80 2.65 2.29 -0.16
C 2.92 3.20 2.89 -0.09
C 3.44 4.39 2.41 -0.08
C 2.85 5.03 1.33 -0.08
C 1.73 4.48 0.73 -0.08
C 1.20 3.29 1.21 -0.11
C 4.77 -0.23 2.47 -0.25
C 5.52 0.24 3.50 -0.05
C 5.91 -0.71 4.50 -0.07
C 5.53 -2.03 4.49 -0.01
C 4.71 -2.53 3.45 -0.16
C 4.10 -3.79 3.23 -0.01
C 3.25 -3.98 2.17 -0.06
C 2.93 -2.96 1.22 -0.07
C 3.55 -1.76 1.37 -0.31
C 4.41 -1.59 2.47 -0.27
H 7.04 0.78 -3.49 0.11
H 5.35 2.48 -2.89 0.11
H 3.87 2.11 -0.94 0.09
H 5.84 -1.61 -0.15 0.11
H 7.28 -1.26 -2.13 0.11
H 3.38 2.70 3.73 0.09
H 4.32 4.82 2.88 0.10
H 3.26 5.96 0.96 0.10
H 1.26 4.97 -0.11 0.11
H 0.32 2.86 0.73 0.07
H 5.83 1.27 3.60 0.10
H 6.53 -0.36 5.31 0.11
H 5.85 -2.68 5.30 0.11
H 4.29 -4.61 3.92 0.12
H 2.78 -4.95 2.05 0.11
H 2.18 -3.17 0.46 0.07
C 3.91 -3.08 -4.26 0.01
C 3.27 -1.75 -4.34 -0.33
N 3.20 -0.99 -5.39 0.14
N 2.49 0.10 -4.98 0.03
C 2.12 0.06 -3.69 -0.79
S 1.24 1.19 -2.84 0.57
N 2.63 -1.14 -3.27 -0.07
N 2.53 -1.61 -1.97 0.10
H 4.43 -3.29 -5.19 0.09
H 3.15 -3.85 -4.10 0.09
H 4.62 -3.12 -3.43 0.08
H 2.32 0.86 -5.62 0.16
H 2.11 -2.53 -1.95 0.07
H 3.44 -1.60 -1.52 0.07
Cl 0.43 -3.44 -7.21 0.69
C -0.88 -3.39 -6.09 -0.66
C -1.09 -2.25 -5.32 -0.08
C -2.14 -2.25 -4.42 -0.02
C -2.98 -3.34 -4.25 -0.20
C -4.03 -3.27 -3.16 -0.30
C -3.65 -4.17 -1.96 -0.05
N -2.28 -3.92 -1.55 -0.06
C -1.19 -4.64 -1.98 -0.05
C -0.10 -3.94 -1.57 -0.15
N -0.49 -2.79 -0.91 0.01
C -1.80 -2.82 -0.93 -0.17
O -5.30 -3.64 -3.62 -0.14
C -6.37 -2.79 -3.24 -0.14
C -6.21 -1.36 -3.68 -0.33
C -5.85 -0.95 -4.93 -0.96
Cl -5.52 -1.92 -6.30 0.71
S -5.81 0.77 -5.07 1.01
C -6.29 0.95 -3.44 -0.42
C -6.46 -0.25 -2.83 -0.15
C -2.75 -4.46 -5.04 -0.58
Cl -3.71 -5.89 -4.88 0.77
C -1.71 -4.49 -5.96 -0.12
H -0.45 -1.39 -5.45 0.10
H -2.32 -1.36 -3.83 0.10
H -4.03 -2.23 -2.80 0.14
H -3.73 -5.22 -2.26 0.11
H -4.33 -3.99 -1.13 0.14
H -1.29 -5.56 -2.53 0.13
H 0.93 -4.23 -1.68 0.09
H -2.44 -2.08 -0.47 0.10
H -6.51 -2.81 -2.15 0.13
H -7.25 -3.24 -3.70 0.14
H -6.43 1.94 -3.03 0.07
H -6.77 -0.35 -1.80 0.11
H -1.55 -5.38 -6.56 0.11
C 2.49 1.02 6.49 -0.10
C 1.83 0.07 5.49 -0.26
C 0.31 0.08 5.58 -0.29
C -0.34 1.40 5.14 -0.33
Ge -1.39 1.29 3.47 0.61
C -2.35 2.89 2.87 -0.33
C -1.79 4.26 3.27 -0.28
C -1.98 4.62 4.74 -0.28
C -1.63 6.07 5.02 -0.11
H 3.57 0.92 6.47 0.06
H 2.15 0.80 7.50 0.08
H 2.25 2.07 6.28 0.06
H 2.19 -0.94 5.68 0.11
H 2.14 0.31 4.47 0.09
H 0.02 -0.12 6.62 0.11
H -0.09 -0.75 4.99 0.05
H 0.39 2.21 5.02 0.05
H -1.07 1.76 5.87 0.06
H 1.40 1.71 2.64 0.06
H -3.37 2.75 3.25 0.08
H -2.39 2.78 1.78 0.02
H -2.30 5.02 2.66 0.11
H -0.73 4.32 3.01 0.09
H -1.36 3.97 5.36 0.08
H -3.02 4.43 5.02 0.11
H -0.62 6.30 4.67 0.08
H -1.68 6.29 6.08 0.07
H -2.31 6.74 4.50 0.07
C -2.58 1.09 -2.41 -0.22
S -2.53 0.85 -0.63 0.79
O -1.41 1.72 -0.16 -0.67
C -4.05 1.70 -0.22 -0.40
C -4.19 3.05 -0.47 -0.08
C -5.36 3.69 -0.10 -0.06
C -6.37 2.97 0.52 -0.07
C -6.21 1.62 0.79 -0.07
C -5.04 0.97 0.43 -0.09
H -2.56 2.15 -2.64 0.07
H -3.50 0.64 -2.80 0.04
H -1.70 0.61 -2.83 0.01
H -3.38 3.61 -0.93 0.12
H -5.48 4.74 -0.29 0.11
H -7.29 3.47 0.82 0.11
H -7.00 1.07 1.30 0.11
H -4.88 -0.07 0.66 0.11
Se -1.77 -0.67 2.57 0.18
```

Results
LUMO energy   -2.091 eV
Net charge   +1
Kohn-Sham gap   7.963 eV